[1]
Formula: C16H45GaNO12S4
Source: OMol25
Level of theory: the ωB97M-V functional and the def2-TZVPD basis

Each line ends with the Löwdin charge.
Positions of all 79 atoms, in Å:
N -6.86 1.10 -3.04  -0.087
C -5.51 1.68 -3.52  -0.285
C -4.37 0.60 -3.07  -0.254
C -2.89 1.23 -2.77  -0.324
C -2.89 2.61 -1.88  -0.385
Ga -4.02 2.21 -0.15  0.226
H -6.77 0.06 -3.06  0.041
H -6.94 1.42 -2.03  0.049
H -5.60 1.85 -4.69  0.102
H -5.43 2.73 -3.02  0.088
H -4.22 -0.15 -3.99  0.101
H -4.72 -0.10 -2.17  0.077
H -2.22 1.35 -3.75  0.082
H -2.31 0.42 -2.12  0.068
H -1.81 2.96 -1.59  0.036
H -3.43 3.48 -2.48  0.040
H -4.17 0.59 -0.09  -0.117
H -3.24 2.79 1.16  -0.123
H -5.50 2.82 -0.32  -0.144
O -1.22 1.96 2.52  -0.318
S -1.74 2.32 3.82  0.588
O -2.09 3.68 4.16  -0.296
O -0.75 1.73 4.97  -0.274
C 0.63 2.05 4.91  -0.285
C 0.90 3.45 5.42  -0.084
C -3.13 1.28 4.18  -0.122
H 1.02 1.92 3.89  0.116
H 1.16 1.33 5.55  0.119
H 0.47 4.21 4.75  0.072
H 1.97 3.64 5.50  0.074
H 0.44 3.60 6.41  0.081
H -2.86 0.24 3.99  0.075
H -3.96 1.57 3.52  0.066
H -3.42 1.42 5.22  0.068
O -1.16 -3.43 1.42  -0.284
S 0.19 -3.01 1.12  0.619
O 0.96 -2.21 2.05  -0.300
O 0.22 -2.30 -0.34  -0.271
C -0.68 -1.22 -0.59  -0.280
C -0.18 0.07 0.03  -0.065
C 1.15 -4.44 0.68  -0.128
H -1.69 -1.47 -0.24  0.118
H -0.74 -1.10 -1.68  0.112
H -0.21 0.02 1.12  0.058
H -0.81 0.91 -0.28  0.067
H 0.85 0.27 -0.26  0.083
H 0.60 -5.02 -0.06  0.073
H 1.29 -5.04 1.59  0.066
H 2.11 -4.12 0.29  0.068
O -0.44 3.08 -4.40  -0.279
S 0.92 3.50 -4.69  0.623
O 1.69 4.30 -3.77  -0.287
O 0.94 4.22 -6.15  -0.273
C 0.05 5.29 -6.40  -0.281
C 0.54 6.59 -5.79  -0.080
C 1.87 2.07 -5.13  -0.126
H -0.96 5.05 -6.06  0.119
H -0.01 5.42 -7.49  0.120
H 0.51 6.53 -4.69  0.074
H -0.08 7.43 -6.10  0.078
H 1.58 6.78 -6.07  0.082
H 1.32 1.50 -5.88  0.073
H 2.02 1.47 -4.23  0.076
H 2.84 2.40 -5.52  0.070
O 4.66 -5.57 5.18  -0.285
S 4.55 -5.73 3.75  0.625
O 3.49 -6.49 3.14  -0.293
O 5.98 -6.27 3.17  -0.269
C 6.55 -7.44 3.75  -0.282
C 5.89 -8.69 3.22  -0.079
C 4.60 -4.12 2.99  -0.117
H 6.50 -7.40 4.84  0.116
H 7.61 -7.44 3.47  0.122
H 4.85 -8.76 3.56  0.072
H 6.42 -9.58 3.55  0.079
H 5.86 -8.68 2.12  0.085
H 5.45 -3.56 3.40  0.075
H 3.67 -3.61 3.22  0.077
H 4.71 -4.24 1.91  0.074

Properties
Net charge: -1
Frontier orbital gap: 6.12 eV
HOMO: -4.317 eV



[2]
Formula: C16H45I2OP2Si4Tm
Source: OMol25
Level of theory: the ωB97M-V functional and the def2-TZVPD basis

Each line ends with the Löwdin charge.
Positions of all 71 atoms, in Å:
I -0.80 -5.34 -6.93  0.073
I -3.44 -5.05 -6.44  0.064
Tm -0.76 -1.20 -1.42  0.992
P -0.70 -3.52 -0.17  0.694
C -0.96 -5.16 -0.92  -0.232
C 0.89 -3.55 0.70  -0.260
H 0.94 -4.31 1.48  0.084
H -1.90 -4.04 1.89  0.081
H 1.09 -2.59 1.18  -0.004
H -1.90 -2.30 1.63  -0.013
H -0.20 -5.34 -1.67  0.058
H 1.70 -3.72 -0.01  0.057
C -1.96 -3.27 1.12  -0.252
H -0.91 -5.94 -0.17  0.070
H -2.96 -3.30 0.67  0.063
H -1.93 -5.19 -1.41  0.056
P -0.79 0.64 -3.28  0.690
C -1.09 0.38 -5.06  -0.234
C -2.08 1.77 -2.65  -0.256
H 1.08 1.68 -2.09  -0.021
H 0.82 2.46 -3.64  0.079
H 1.62 0.87 -3.54  0.064
C 0.81 1.49 -3.14  -0.264
H -2.01 1.99 -1.57  -0.001
H -2.07 2.73 -3.17  0.074
H -1.09 1.32 -5.61  0.069
H -2.05 -0.12 -5.21  0.055
H -3.07 1.30 -2.79  0.061
H -0.32 -0.28 -5.47  0.057
C -1.08 -2.61 -3.28  -0.103
O -1.30 -3.29 -4.18  0.046
C -2.60 0.00 2.77  -0.207
Si -0.71 0.04 2.79  0.295
C -0.26 1.39 4.02  -0.206
C 0.05 -1.54 3.49  -0.203
Si 0.19 0.63 0.71  0.276
Si -0.23 2.93 0.57  0.308
C 0.89 3.79 1.81  -0.205
C 0.16 3.88 -1.02  -0.207
C -2.04 3.20 1.00  -0.210
Si 2.53 0.42 0.79  0.305
C 3.03 1.09 2.48  -0.208
C 3.37 -1.28 0.68  -0.225
C 3.31 1.45 -0.59  -0.213
H -2.93 -0.24 3.79  0.054
H -3.04 -0.74 2.09  0.008
H -3.03 0.98 2.50  0.022
H -0.65 1.00 4.98  0.051
H 0.82 1.55 4.12  0.025
H -0.74 2.37 3.83  0.032
H 1.15 -1.49 3.56  0.040
H -0.22 -2.47 2.98  -0.008
H -0.33 -1.60 4.53  0.054
H 1.96 3.78 1.51  0.040
H 0.54 4.83 1.76  0.052
H 0.82 3.45 2.85  0.013
H -0.06 4.93 -0.75  0.056
H -0.46 3.63 -1.89  -0.003
H 1.22 3.84 -1.32  0.035
H -2.76 2.69 0.34  0.026
H -2.31 2.94 2.04  0.022
H -2.19 4.29 0.88  0.050
H 2.70 0.48 3.34  0.032
H 4.14 1.06 2.46  0.047
H 2.73 2.13 2.68  0.012
H 3.17 -1.83 -0.25  0.017
H 4.46 -1.10 0.71  0.053
H 3.14 -1.96 1.52  0.029
H 3.18 1.01 -1.59  0.017
H 3.00 2.51 -0.65  0.027
H 4.39 1.44 -0.37  0.049

Properties
Net charge: +2
Energy above the lowest of the compared OMol25 structures with the same formula, charge and spin: 46.19 kJ/mol
Multiplicity: 3
Frontier orbital gap (alpha / beta): 5.06 / 5.10 eV
HOMO (alpha / beta): -13.046 / -13.034 eV



[3]
Formula: C16H45N7O23
Source: OMol25
Level of theory: the ωB97M-V functional and the def2-TZVPD basis

Each line ends with the Löwdin charge.
Positions of all 91 atoms, in Å:
C 3.05 -2.30 0.09  0.059
N 3.75 -2.53 1.40  -0.423
O 3.01 -2.63 2.36  0.058
O 4.94 -2.54 1.47  0.069
H 3.48 -3.02 -0.61  0.110
H 3.06 -1.26 -0.22  0.061
H 2.03 -2.63 0.26  0.073
C -4.16 0.08 -1.41  0.045
N -4.20 -0.96 -2.46  -0.429
O -3.90 -2.09 -2.17  0.053
O -4.51 -0.61 -3.59  0.052
H -4.72 0.90 -1.84  0.083
H -3.15 0.42 -1.21  0.076
H -4.63 -0.35 -0.52  0.082
C -2.21 1.69 3.39  0.054
N -3.25 1.79 2.32  -0.438
O -4.33 2.23 2.63  0.071
O -2.91 1.53 1.18  0.044
H -1.29 1.30 2.97  0.076
H -2.64 0.97 4.08  0.101
H -2.12 2.69 3.80  0.100
C -0.64 -4.51 -2.77  0.052
N -0.09 -3.37 -1.99  -0.435
O -0.40 -3.30 -0.83  0.048
O 0.61 -2.60 -2.60  0.080
H -0.48 -4.40 -3.83  0.097
H -1.68 -4.62 -2.49  0.100
H -0.17 -5.42 -2.39  0.101
C -1.96 -0.71 -4.87  0.035
N -0.60 -0.75 -5.50  -0.450
O 0.22 0.09 -5.20  0.062
O -0.41 -1.63 -6.31  0.045
H -1.90 0.02 -4.07  0.073
H -2.06 -1.75 -4.57  0.094
H -2.64 -0.40 -5.66  0.106
C 0.21 0.02 0.24  0.048
N -0.13 0.59 -1.09  -0.405
O 0.28 1.70 -1.32  0.057
O -0.71 -0.15 -1.85  0.059
H 1.15 0.50 0.52  0.081
H 0.29 -1.05 0.15  0.070
H -0.53 0.36 0.96  0.072
C -0.17 5.83 0.43  0.043
N -0.54 4.53 -0.17  -0.420
O -0.55 3.55 0.54  0.069
O -0.89 4.55 -1.33  0.062
H -1.07 6.43 0.42  0.105
H 0.65 6.33 -0.08  0.101
H 0.18 5.72 1.46  0.092
C 5.74 0.47 0.04  -0.008
O 5.52 1.67 0.78  0.025
C 4.27 2.06 0.94  -0.604
O 3.30 1.52 0.51  0.121
O 4.29 3.15 1.72  0.016
C 3.04 3.83 1.76  -0.049
H 6.73 0.50 -0.42  0.098
H 4.98 0.37 -0.73  0.078
H 5.73 -0.36 0.74  0.083
H 3.15 4.66 2.46  0.095
H 2.27 3.17 2.15  0.095
H 2.75 4.21 0.78  0.094
C 1.85 -2.00 5.67  -0.046
O 1.03 -1.19 4.83  0.037
C 0.47 -1.79 3.78  -0.599
O -0.03 -1.17 2.88  0.091
O 0.51 -3.11 3.84  -0.004
C -0.24 -3.82 2.89  -0.018
H 2.68 -2.39 5.06  0.091
H 1.44 -2.87 6.18  0.098
H 2.36 -1.37 6.40  0.096
H -0.01 -4.88 2.97  0.103
H 0.00 -3.52 1.87  0.083
H -1.32 -3.66 2.95  0.092
C 3.10 -0.26 -3.07  -0.087
O 2.65 -0.32 -1.70  -0.203
H 3.88 0.49 -3.21  0.083
H 3.36 -1.28 -3.33  0.085
H 2.22 -0.11 -3.70  0.064
H 2.37 0.59 -1.51  0.047
C -3.69 3.57 -1.99  -0.183
O -2.80 2.71 -2.65  -0.120
H -3.34 3.84 -0.99  0.065
H -3.82 4.55 -2.47  0.079
H -4.67 3.13 -1.85  0.071
H -1.90 3.04 -2.51  0.049
C -3.48 -2.10 1.69  -0.140
O -2.82 -1.46 2.77  -0.139
H -4.00 -3.02 1.95  0.079
H -4.23 -1.38 1.32  0.060
H -2.79 -2.36 0.89  0.078
H -1.87 -1.36 2.57  0.022

Properties
Net charge: 0
Energy above the lowest of the compared OMol25 structures with the same formula, charge and spin: 0.00 kJ/mol
Frontier orbital gap: 9.87 eV
SMILES string: C[N+](=O)[O-].C[N+](=O)[O-].C[N+](=O)[O-].C[N+](=O)[O-].C[N+](=O)[O-].C[N+](=O)[O-].C[N+](=O)[O-].COC(=O)OC.COC(=O)OC.CO.CO.CO
HOMO: -9.897 eV



Computed calculated total energy, in the same sequence as the records: -5111.63736, -4232.62327, -2749.74398 a.u..